Computed, not measured: 4 unconnected molecules or ions with the total composition C7H23NO3, with ωB97M-V/def2-TZVPD.

Structure (XYZ):
```
34
Properties=species:S:1:pos:R:3:forces:R:3:lowdin_charge:R:1
C 1.97128 -1.89270 1.97643 -1.9 -4.2 -2.4 -0.051
C 0.84501 -2.15818 0.79924 1.0 0.5 3.2 -0.233
C -0.58356 -1.88094 1.24434 0.7 -1.5 -0.5 -0.220
C -0.80639 -0.45123 1.66293 -1.7 3.6 -0.3 -0.214
N -1.85025 0.16868 0.72413 1.8 -1.4 -2.2 -0.071
C -1.45466 1.57065 0.38937 1.7 -1.3 6.3 -0.557
C -0.41491 1.73558 -0.64755 0.3 0.2 -1.8 -0.096
C -2.74967 2.29696 0.33955 -0.4 0.3 -1.7 -0.075
H 1.78257 -2.56317 2.86062 0.1 0.2 -1.1 0.084
H 2.05773 -0.96882 2.41017 0.4 2.6 0.2 0.021
H 2.78923 -2.29389 1.36621 0.8 0.6 1.1 0.063
H 1.10897 -3.11143 0.35431 -0.7 -0.6 0.4 0.106
H 0.97268 -1.53128 -0.01077 0.8 1.9 -1.7 0.024
H -0.70064 -2.50281 2.11640 -0.8 -0.6 0.1 0.098
H -1.23262 -2.22332 0.35723 0.3 0.6 1.7 0.129
H 0.03916 0.38093 1.67638 -0.7 -2.6 -0.1 0.123
H -1.33900 -0.23689 2.65083 1.1 -1.1 -0.8 0.130
H -1.81468 -0.40012 -0.20482 -0.1 1.2 2.0 0.109
H -0.81292 1.86022 1.36989 -1.9 0.0 -1.5 0.152
H -0.26442 2.83487 -0.76674 0.3 -0.9 -0.2 0.103
H -1.00515 1.37687 -1.51445 0.9 0.1 -0.7 0.079
H 0.62486 1.17866 -0.56782 -2.4 1.1 0.3 0.113
H -3.08189 1.98209 -0.68935 -0.5 1.0 0.7 0.099
H -2.58444 3.35467 0.47537 -0.2 0.6 -0.6 0.070
H -3.52429 1.99493 1.06563 0.8 -0.3 -0.3 0.087
O 1.59239 2.50976 -2.67453 3.6 5.7 -1.2 0.044
H 2.21231 1.96970 -2.30052 2.4 -2.4 1.6 -0.028
H 0.83396 2.09756 -2.75313 -5.7 -3.3 -0.5 -0.078
O 2.98430 -0.03499 -1.06568 -0.7 -0.9 0.2 -0.061
H 3.52591 -0.62727 -1.60516 0.0 0.2 0.0 0.053
H 2.30235 -0.64694 -0.69635 0.8 0.8 -0.3 0.012
O -0.45173 -1.47500 -3.14520 -1.2 -1.9 1.3 -0.036
H -0.14004 -0.62701 -2.93894 1.0 2.2 -0.1 -0.023
H -0.83146 -1.68612 -2.25803 0.2 -0.3 -1.1 0.042
```
Forces are in eV/Å.

As for the structure (SMILES): CCCCNC(C)C.O.O.O. The value obtained for the calculated total energy is -560.8437 a.u. As for the total charge: 0. The HOMO energy comes out at -9.05 eV. The value obtained for the energy relative to the best compared isomer or geometry (same formula, charge and spin) is 79.1 kcal per mole.